{"formula": "C22H52Br2P2S", "method": "ωB97M-V with the def2-TZVPD basis set", "symbols": ["C", "C", "Br", "C", "Br", "P", "C", "C", "C", "S", "H", "H", "H", "H", "H", "H", "H", "H", "H", "H", "H", "H", "H", "H", "H", "H", "C", "C", "C", "C", "P", "C", "C", "C", "C", "C", "C", "C", "C", "C", "C", "C", "C", "H", "H", "H", "H", "H", "H", "H", "H", "H", "H", "H", "H", "H", "H", "H", "H", "H", "H", "H", "H", "H", "H", "H", "H", "H", "H", "H", "H", "H", "H", "H", "H", "H", "H", "H", "H"], "positions_angstrom": [[0.94, -5.22, 1.12], [0.92, -6.20, -0.12], [-0.79, -7.18, -0.17], [1.22, -5.28, -1.43], [-0.58, -4.61, -2.03], [2.07, -6.46, -2.71], [2.77, -5.08, -3.81], [2.58, -3.59, -3.44], [3.68, -3.13, -2.41], [3.31, -1.41, -1.87], [1.94, -4.73, 1.06], [0.11, -4.51, 1.11], [0.98, -5.82, 2.05], [1.78, -6.88, 0.05], [1.84, -4.47, -1.01], [3.29, -6.47, -1.88], [1.50, -7.58, -1.99], [0.86, -6.47, -3.56], [2.72, -7.43, -3.61], [2.38, -5.23, -4.84], [3.87, -5.27, -3.91], [1.57, -3.25, -3.15], [2.83, -2.99, -4.34], [3.75, -3.81, -1.54], [4.68, -3.16, -2.89], [2.12, -1.43, -1.19], [1.44, -0.88, 1.72], [1.73, 0.41, 0.97], [1.57, 1.64, 1.87], [0.12, 2.08, 2.15], [-0.80, 2.92, 0.87], [0.30, 4.24, 0.29], [0.92, 5.25, 1.27], [0.00, 6.29, 1.91], [-0.89, 7.05, 0.94], [-2.20, 3.74, 1.61], [-3.40, 2.99, 2.21], [-4.25, 2.18, 1.25], [-4.73, 2.92, 0.01], [-1.13, 2.05, -0.66], [-1.97, 0.78, -0.88], [-1.90, -0.34, 0.17], [-1.16, -1.56, -0.35], [0.44, -0.90, 2.15], [1.53, -1.74, 1.05], [2.15, -1.03, 2.53], [1.10, 0.49, 0.08], [2.76, 0.37, 0.61], [2.11, 2.48, 1.42], [2.06, 1.44, 2.82], [0.18, 2.81, 2.97], [-0.46, 1.26, 2.57], [-0.19, 4.77, -0.53], [1.14, 3.72, -0.20], [1.70, 5.79, 0.74], [1.43, 4.70, 2.07], [0.62, 7.01, 2.44], [-0.61, 5.84, 2.70], [-0.30, 7.76, 0.35], [-1.65, 7.61, 1.48], [-1.41, 6.40, 0.24], [-2.57, 4.51, 0.92], [-1.79, 4.28, 2.46], [-4.04, 3.73, 2.70], [-3.04, 2.33, 3.00], [-5.12, 1.78, 1.78], [-3.68, 1.30, 0.97], [-5.49, 3.66, 0.26], [-5.16, 2.23, -0.71], [-3.92, 3.44, -0.51], [-0.15, 1.86, -1.11], [-1.58, 2.81, -1.31], [-1.69, 0.38, -1.85], [-3.01, 1.07, -1.03], [-2.92, -0.67, 0.42], [-1.47, 0.02, 1.10], [-1.73, -2.06, -1.13], [-1.00, -2.28, 0.46], [-0.19, -1.29, -0.77]], "total_charge": 0, "e_homo_ev": -5.330, "e_tot_ev": -193149.49745, "max_force_ev_per_a": 2.86}

{"formula": "C22H52Cl6O10", "method": "ωB97M-V with the def2-TZVPD basis set", "symbols": ["Cl", "C", "Cl", "Cl", "H", "Cl", "C", "Cl", "Cl", "H", "C", "O", "C", "C", "O", "C", "H", "H", "H", "H", "H", "H", "H", "H", "H", "H", "C", "O", "C", "C", "O", "C", "H", "H", "H", "H", "H", "H", "H", "H", "H", "H", "C", "O", "C", "C", "O", "C", "H", "H", "H", "H", "H", "H", "H", "H", "H", "H", "C", "O", "C", "C", "O", "C", "H", "H", "H", "H", "H", "H", "H", "H", "H", "H", "C", "O", "C", "C", "O", "C", "H", "H", "H", "H", "H", "H", "H", "H", "H", "H"], "positions_angstrom": [[-1.13, 0.94, 0.86], [-1.52, -0.70, 0.56], [-2.77, -1.39, 1.57], [-0.11, -1.69, 0.63], [-1.92, -0.77, -0.48], [-4.88, -3.49, -1.94], [-3.38, -4.14, -2.42], [-2.19, -2.89, -2.70], [-3.40, -5.20, -3.81], [-2.95, -4.73, -1.62], [-0.56, 2.96, 3.75], [-0.56, 2.24, 5.03], [-0.21, 0.85, 4.91], [1.23, 0.76, 5.51], [2.12, 1.44, 4.70], [2.25, 0.92, 3.38], [-0.69, 4.01, 4.03], [-1.48, 2.64, 3.27], [0.39, 2.93, 3.26], [-0.26, 0.49, 3.83], [-0.91, 0.23, 5.43], [1.47, -0.32, 5.67], [1.26, 1.31, 6.41], [1.36, 0.90, 2.81], [2.53, -0.14, 3.44], [2.88, 1.62, 2.79], [-0.23, -0.72, -4.51], [-1.17, -0.26, -3.60], [-1.56, 1.06, -3.77], [-2.30, 1.55, -2.57], [-3.15, 0.56, -2.06], [-4.12, 0.25, -2.97], [0.77, -0.51, -4.17], [-0.43, -0.37, -5.49], [-0.24, -1.81, -4.50], [-2.14, 1.15, -4.72], [-0.69, 1.75, -3.85], [-2.89, 2.44, -2.75], [-1.67, 1.71, -1.69], [-3.76, -0.26, -3.82], [-4.71, 1.17, -3.27], [-4.77, -0.51, -2.57], [2.79, -4.39, -3.19], [1.39, -4.56, -3.35], [0.83, -5.67, -2.56], [0.89, -5.32, -1.09], [2.18, -5.56, -0.58], [2.36, -5.55, 0.81], [3.07, -3.57, -3.90], [3.36, -5.32, -3.40], [3.01, -4.17, -2.14], [1.31, -6.61, -2.75], [-0.19, -5.52, -2.74], [0.16, -5.86, -0.57], [0.60, -4.26, -0.93], [1.62, -6.20, 1.33], [2.33, -4.50, 1.18], [3.35, -5.93, 1.11], [2.49, 1.49, -0.72], [3.12, 0.75, 0.28], [3.52, -0.57, -0.07], [4.91, -0.71, -0.55], [5.81, -0.68, 0.53], [7.16, -0.68, 0.19], [3.17, 1.73, -1.55], [2.16, 2.42, -0.33], [1.67, 0.89, -1.19], [2.92, -1.08, -0.84], [3.42, -1.19, 0.77], [5.09, 0.07, -1.31], [4.93, -1.73, -1.14], [7.50, -1.49, -0.41], [7.73, -0.78, 1.09], [7.54, 0.28, -0.21], [-4.42, 2.27, 2.27], [-3.85, 3.61, 2.46], [-3.12, 4.06, 1.30], [-2.66, 5.47, 1.52], [-3.52, 6.37, 0.81], [-3.55, 7.69, 1.27], [-3.91, 1.69, 1.53], [-5.47, 2.42, 1.92], [-4.37, 1.87, 3.28], [-3.77, 4.08, 0.45], [-2.23, 3.43, 1.03], [-1.67, 5.65, 1.18], [-2.58, 5.59, 2.59], [-4.19, 7.81, 2.14], [-3.86, 8.31, 0.45], [-2.51, 7.96, 1.51]], "total_charge": 0, "e_homo_ev": -8.991, "smiles": "ClC(Cl)Cl.ClC(Cl)Cl.COCCOC.COCCOC.COCCOC.COCCOC.COCCOC", "e_tot_ev": -119258.45803, "max_force_ev_per_a": 3.56, "de_lowest_kcal_mol": 6.5}

{"formula": "C22H52N2O7S7", "method": "ωB97M-V with the def2-TZVPD basis set", "symbols": ["C", "S", "O", "C", "H", "H", "H", "H", "H", "H", "C", "S", "O", "C", "H", "H", "H", "H", "H", "H", "C", "S", "O", "C", "H", "H", "H", "H", "H", "H", "C", "S", "O", "C", "H", "H", "H", "H", "H", "H", "C", "S", "O", "C", "H", "H", "H", "H", "H", "H", "C", "S", "O", "C", "H", "H", "H", "H", "H", "H", "C", "S", "O", "C", "H", "H", "H", "H", "H", "H", "N", "C", "C", "C", "C", "H", "H", "H", "H", "H", "N", "C", "C", "C", "C", "H", "H", "H", "H", "H"], "positions_angstrom": [[4.54, -0.99, -2.31], [3.48, -2.10, -3.36], [2.21, -1.36, -3.66], [4.57, -2.07, -4.84], [5.50, -1.43, -2.02], [4.07, -0.68, -1.37], [4.65, -0.12, -2.94], [4.58, -1.12, -5.37], [4.21, -2.77, -5.60], [5.58, -2.39, -4.57], [1.91, 2.61, 2.89], [2.11, 2.92, 4.68], [2.12, 4.42, 4.98], [0.51, 2.27, 5.26], [2.77, 2.93, 2.31], [0.94, 3.01, 2.58], [1.85, 1.53, 2.76], [-0.32, 2.82, 4.82], [0.55, 2.46, 6.34], [0.55, 1.18, 5.19], [-2.82, 3.62, -0.64], [-2.44, 2.94, -2.30], [-1.02, 3.26, -2.69], [-2.62, 1.15, -1.93], [-3.80, 3.40, -0.22], [-2.67, 4.69, -0.71], [-2.09, 3.24, 0.08], [-2.45, 0.75, -2.93], [-3.61, 0.94, -1.54], [-2.01, 0.72, -1.13], [2.08, 2.34, -3.91], [2.77, 1.61, -5.49], [2.14, 2.54, -6.51], [4.51, 2.20, -5.25], [2.68, 3.19, -3.57], [2.26, 1.60, -3.13], [1.03, 2.61, -4.05], [4.82, 1.79, -4.29], [4.59, 3.29, -5.21], [5.19, 1.92, -6.06], [1.34, -5.32, -1.41], [2.25, -4.34, -0.11], [1.58, -4.67, 1.19], [3.79, -5.36, -0.17], [0.39, -4.81, -1.59], [1.08, -6.36, -1.20], [1.83, -5.39, -2.39], [3.49, -6.39, 0.05], [4.48, -5.14, 0.64], [4.23, -5.31, -1.17], [-1.88, -2.37, -1.42], [-3.73, -2.66, -1.21], [-4.32, -1.40, -0.55], [-4.03, -2.32, -2.98], [-1.67, -1.53, -2.08], [-1.40, -3.28, -1.78], [-1.50, -2.05, -0.45], [-3.93, -1.27, -3.23], [-5.04, -2.70, -3.13], [-3.24, -2.83, -3.55], [-5.08, 4.04, 3.54], [-3.25, 4.35, 3.79], [-2.40, 3.68, 2.68], [-3.24, 6.13, 3.28], [-5.54, 4.97, 3.21], [-5.50, 3.65, 4.47], [-5.19, 3.19, 2.86], [-3.79, 6.70, 4.02], [-3.61, 6.35, 2.28], [-2.19, 6.43, 3.35], [-0.55, -0.29, 1.68], [0.43, -1.17, 1.33], [0.89, -0.70, 0.10], [0.28, 0.54, -0.16], [-0.54, 0.80, 0.88], [-1.10, -0.39, 2.52], [0.62, -2.12, 1.79], [1.70, -1.15, -0.46], [0.50, 1.15, -1.02], [-1.09, 1.69, 1.17], [-2.45, -2.15, 4.19], [-1.92, -2.88, 5.25], [-1.19, -3.95, 4.72], [-1.25, -3.82, 3.33], [-2.06, -2.80, 2.99], [-3.16, -1.43, 4.24], [-2.29, -2.73, 6.25], [-0.51, -4.62, 5.24], [-0.77, -4.51, 2.65], [-2.42, -2.39, 2.06]], "total_charge": 1, "e_homo_ev": [-10.367, -10.367], "e_tot_ev": -116800.84963, "max_force_ev_per_a": 4.42, "s_squared": 0.761, "multiplicity": 2, "de_lowest_kcal_mol": 0.0}

{"formula": "C22H53BrN4O12P3", "method": "ωB97M-V with the def2-TZVPD basis set", "symbols": ["Br", "C", "C", "C", "C", "N", "N", "N", "N", "H", "H", "H", "H", "H", "H", "H", "H", "O", "P", "O", "C", "C", "O", "C", "C", "O", "C", "C", "H", "H", "H", "H", "H", "H", "H", "H", "H", "H", "H", "H", "H", "H", "H", "O", "P", "O", "C", "C", "O", "C", "C", "O", "C", "C", "H", "H", "H", "H", "H", "H", "H", "H", "H", "H", "H", "H", "H", "H", "H", "O", "P", "O", "C", "C", "O", "C", "C", "O", "C", "C", "H", "H", "H", "H", "H", "H", "H", "H", "H", "H", "H", "H", "H", "H", "H"], "positions_angstrom": [[-3.68, 0.60, 2.13], [-3.73, 1.31, 0.31], [-3.74, 2.83, 0.32], [-5.11, 3.47, 0.63], [-6.27, 2.74, 0.07], [-6.59, 2.46, -1.19], [-7.74, 1.83, -1.17], [-8.12, 1.73, 0.04], [-7.24, 2.28, 0.88], [-2.80, 1.00, -0.15], [-4.54, 0.86, -0.25], [-3.31, 3.25, -0.59], [-3.07, 3.15, 1.12], [-5.11, 4.46, 0.17], [-5.28, 3.63, 1.70], [-8.99, 1.32, 0.37], [-7.31, 2.33, 1.89], [-0.51, 2.47, -2.77], [0.34, 1.58, -3.62], [0.22, 2.31, -5.08], [0.97, 3.50, -5.33], [2.46, 3.24, -5.42], [-0.76, 0.37, -3.85], [-1.88, 0.23, -2.99], [-3.09, 0.99, -3.49], [1.52, 0.59, -4.17], [2.22, -0.28, -3.23], [1.34, -1.36, -2.64], [0.75, 4.24, -4.56], [0.61, 3.89, -6.28], [2.87, 2.92, -4.46], [2.98, 4.15, -5.73], [2.68, 2.45, -6.15], [-1.62, 0.53, -1.97], [-2.11, -0.84, -2.93], [-2.83, 1.98, -3.85], [-3.85, 1.08, -2.71], [-3.54, 0.46, -4.34], [2.66, 0.34, -2.45], [3.03, -0.73, -3.79], [0.63, -0.94, -1.92], [1.96, -2.09, -2.11], [0.77, -1.87, -3.41], [2.82, 2.93, 3.87], [2.17, 4.03, 3.12], [2.40, 5.36, 4.01], [3.70, 5.96, 4.05], [4.10, 6.60, 2.73], [0.59, 3.73, 3.44], [0.18, 2.49, 4.00], [0.12, 2.53, 5.52], [1.72, 4.85, 1.77], [1.51, 4.12, 0.54], [0.32, 3.17, 0.61], [4.44, 5.21, 4.36], [3.67, 6.72, 4.83], [4.23, 5.84, 1.95], [5.05, 7.13, 2.85], [3.34, 7.30, 2.40], [0.81, 1.67, 3.65], [-0.82, 2.28, 3.60], [1.00, 3.02, 5.94], [0.05, 1.52, 5.93], [-0.75, 3.10, 5.85], [2.42, 3.57, 0.28], [1.34, 4.87, -0.24], [0.55, 2.32, 1.25], [0.06, 2.79, -0.38], [-0.55, 3.68, 1.03], [1.65, -5.06, -0.15], [1.57, -6.28, 0.70], [2.94, -6.27, 1.58], [3.08, -5.34, 2.65], [2.15, -5.65, 3.82], [1.99, -7.44, -0.39], [1.99, -7.16, -1.79], [3.35, -6.67, -2.27], [0.83, -7.39, 1.63], [-0.57, -7.70, 1.37], [-0.81, -8.38, 0.04], [2.90, -4.33, 2.28], [4.11, -5.40, 2.98], [1.11, -5.52, 3.54], [2.37, -4.99, 4.66], [2.28, -6.68, 4.15], [1.21, -6.44, -2.04], [1.74, -8.08, -2.30], [3.78, -5.94, -1.59], [3.27, -6.22, -3.26], [4.05, -7.50, -2.33], [-1.16, -6.78, 1.44], [-0.89, -8.35, 2.18], [-0.68, -7.69, -0.79], [-1.83, -8.76, -0.01], [-0.11, -9.21, -0.10]], "total_charge": 1, "e_homo_ev": -11.566, "e_tot_ev": -152107.27514, "max_force_ev_per_a": 8.10}

{"formula": "C22H54O13S7", "method": "ωB97M-V with the def2-TZVPD basis set", "symbols": ["C", "C", "C", "O", "C", "O", "O", "H", "H", "H", "H", "H", "H", "C", "C", "C", "O", "C", "O", "O", "H", "H", "H", "H", "H", "H", "C", "S", "O", "C", "H", "H", "H", "H", "H", "H", "C", "S", "O", "C", "H", "H", "H", "H", "H", "H", "C", "S", "O", "C", "H", "H", "H", "H", "H", "H", "C", "S", "O", "C", "H", "H", "H", "H", "H", "H", "C", "S", "O", "C", "H", "H", "H", "H", "H", "H", "C", "S", "O", "C", "H", "H", "H", "H", "H", "H", "C", "S", "O", "C", "H", "H", "H", "H", "H", "H"], "positions_angstrom": [[0.19, -0.41, -6.29], [-0.11, 0.34, -5.01], [-0.35, 1.85, -5.24], [-1.47, 2.10, -4.36], [-1.92, 0.98, -3.73], [-2.84, 0.89, -2.95], [-1.15, -0.09, -4.20], [-0.62, -0.37, -7.02], [0.23, -1.46, -5.98], [1.20, -0.30, -6.67], [0.61, 0.23, -4.20], [-0.64, 1.98, -6.28], [0.58, 2.34, -4.94], [-2.08, -3.27, 2.37], [-0.69, -3.20, 1.61], [0.33, -4.18, 1.98], [0.95, -4.44, 0.74], [0.05, -4.13, -0.20], [0.24, -4.28, -1.42], [-1.00, -3.56, 0.32], [-2.16, -2.56, 3.20], [-2.28, -4.19, 2.93], [-2.89, -3.09, 1.67], [-0.30, -2.19, 1.71], [-0.22, -5.04, 2.37], [1.07, -3.77, 2.66], [-1.28, 0.41, 4.84], [-1.13, -1.09, 6.00], [-2.41, -1.85, 5.71], [0.30, -1.80, 5.08], [-2.34, 0.65, 4.99], [-1.07, 0.13, 3.81], [-0.65, 1.20, 5.23], [0.61, -2.81, 5.37], [1.15, -1.15, 4.91], [0.00, -1.98, 4.04], [1.56, 7.48, 1.96], [0.65, 5.90, 2.13], [-0.78, 6.28, 2.56], [0.65, 5.39, 0.35], [1.71, 7.90, 2.96], [0.89, 8.21, 1.50], [2.46, 7.34, 1.37], [1.53, 4.84, 0.02], [0.64, 6.34, -0.19], [-0.34, 4.98, 0.11], [3.68, -2.54, -2.85], [2.64, -3.38, -4.06], [2.56, -2.46, -5.24], [3.82, -4.72, -4.65], [4.54, -2.05, -3.29], [3.90, -3.32, -2.12], [3.17, -1.69, -2.39], [3.90, -4.78, -5.74], [3.34, -5.66, -4.35], [4.84, -4.75, -4.27], [-0.64, 1.99, -0.22], [-0.04, 0.55, 0.69], [-1.32, -0.04, 1.28], [0.23, -0.67, -0.67], [-0.08, 2.09, -1.15], [-0.66, 2.90, 0.37], [-1.66, 1.97, -0.61], [-0.53, -1.44, -0.51], [1.25, -1.06, -0.77], [0.01, -0.05, -1.54], [-0.44, -4.72, -4.85], [-2.26, -4.67, -4.37], [-2.33, -5.66, -3.25], [-2.18, -3.05, -3.36], [-0.23, -3.96, -5.60], [-0.18, -5.70, -5.27], [0.10, -4.61, -3.91], [-3.12, -2.50, -3.42], [-1.40, -2.49, -3.87], [-1.77, -2.99, -2.35], [-4.34, 2.05, 2.16], [-4.63, 3.09, 3.70], [-4.26, 2.18, 4.87], [-3.15, 4.24, 3.51], [-5.04, 1.21, 2.21], [-3.37, 1.55, 2.15], [-4.45, 2.44, 1.15], [-2.95, 4.69, 4.48], [-3.20, 4.97, 2.70], [-2.27, 3.61, 3.39], [4.54, 1.98, 4.10], [3.23, 3.20, 3.74], [3.44, 4.14, 2.52], [1.73, 2.18, 3.41], [5.09, 2.20, 5.02], [5.21, 2.17, 3.27], [4.22, 0.94, 4.16], [0.95, 2.85, 3.04], [1.25, 1.76, 4.30], [1.98, 1.43, 2.65]], "total_charge": 1, "e_homo_ev": [-10.104, -10.104], "e_tot_ev": -126136.47583, "max_force_ev_per_a": 4.72, "s_squared": 0.757, "multiplicity": 2}